a | Computed, not measured: a gas-phase ion, C6H13N2S (charge +1), with ωB97M-V with the def2-TZVPD basis set.

Geometry (Å):
C -1.2340 -2.6156 -1.8568
C -1.6210 -1.4493 -1.3488
C 2.1999 1.3011 0.9235
C 1.1345 2.0325 0.0085
C -1.2110 0.5383 0.2340
C -0.6830 -0.3384 -0.8215
N -2.0562 0.0771 1.2202
N 1.7717 -0.0669 1.0777
S -0.4593 1.9829 0.9199
H -1.9294 -3.4233 -2.1143
H -0.1844 -2.9646 -1.9877
H -2.7223 -1.1053 -1.4969
H 3.2227 1.3633 0.5490
H 2.3231 1.6001 1.9835
H 1.3855 3.0007 -0.1776
H 1.0228 1.4313 -0.8796
H 0.3007 -0.5732 -0.5049
H -0.3828 0.2650 -1.7810
H -2.6060 0.7731 1.7184
H -2.2876 -0.8695 1.3346
H 2.5336 -0.7690 0.9499
H 1.4825 -0.1904 2.0499

Output
LUMO energy: -4.773 eV
charge: +1
multiplicity: 1
HOMO-LUMO gap: 8.64 eV

Mulliken atomic charge list, values in e, 4 entries: number 1, C, carries -0.7321; number 2, C, carries -0.3297; number 3, C, carries -0.5582; number 4, C, carries -0.5327

***

b | Computed, not measured: a gas-phase ion, C6H13N2S (charge +1), with ωB97M-V with the def2-TZVPD basis set.

Geometry (Å):
C -1.5134 -0.0917 0.7444
C -1.4226 -0.5378 1.9959
C 1.2611 -0.1461 2.2632
C -1.0464 -0.8120 -2.2182
C 0.7070 1.1359 -1.8602
C -0.5956 0.4662 -1.4700
N 2.4861 -0.3389 2.6493
N -0.4431 0.2317 -0.0125
S -0.0129 -1.1402 2.8913
H -2.4828 0.1186 0.3895
H -2.3362 -0.7955 2.3683
H 1.1130 0.7753 1.7154
H -1.8934 -1.3473 -1.7042
H -1.4793 -0.4525 -3.1090
H -0.2690 -1.4152 -2.7425
H 0.8527 1.8639 -1.1025
H 0.6320 1.7331 -2.8492
H 1.3970 0.3834 -2.1501
H -1.3068 1.2865 -1.4126
H 3.1223 0.3436 2.2787
H 2.8066 -1.0079 3.3227
H 0.4236 -0.2533 0.0124

Output
LUMO energy (spin up / spin down): -4.578 / -4.578 eV
charge: +1
multiplicity: 1
HOMO-LUMO gap (spin up / spin down): 7.48 / 7.48 eV

Mulliken atomic charge list, values in e, 4 entries: number 1, C, carries -0.1164; number 2, C, carries -0.5840; number 3, C, carries 0.0154; number 4, C, carries -1.2041

***

Among the structures above, stability is greatest for b.